Record 1
Here is a molecular structure, C27H40AsBrN4O6PdS in a non-equilibrium geometry from OMol25. Energies are from ωB97M-V with the def2-TZVPD basis set.

## Properties
LUMO energy = -0.244 Eh
gap between HOMO and LUMO = 7.50 eV
spin multiplicity = 1
total charge = +2
energy = -7058.56993 hartree

Last column: Löwdin charge in e.
Geometry (Å):
Pd  0.13318  0.57055  -0.38912  0.921
Br  1.70374  -0.76590  -2.36940  0.903
As  2.63935  2.87185  -1.04736  1.038
S  -1.58278  -4.68968  -1.64821  0.665
O  -1.38369  1.87967  0.40783  -0.079
O  -0.98632  -4.53508  -0.34103  -0.299
O  1.06356  2.24534  -0.89564  -0.623
O  -4.47025  -3.52035  1.13597  0.109
O  -1.15269  -3.81786  -2.72182  -0.311
O  -3.28217  -2.71847  2.74812  0.138
N  -2.91814  -2.12554  -0.71682  0.072
N  1.28655  -1.37391  0.22613  -0.038
N  -3.56694  -2.84985  1.58604  -0.319
N  -1.32115  -0.71648  -0.21603  -0.042
C  -1.38152  3.10186  0.58653  -0.138
C  -1.77280  -1.24782  0.95924  -0.003
C  2.02416  -3.28443  -1.02302  -0.068
C  1.18569  -2.14829  1.31534  -0.083
C  1.89700  -4.06227  0.11369  -0.002
C  1.68747  -1.95337  -0.89326  -0.701
C  -2.75932  -2.11505  0.64834  -0.124
C  0.43695  3.32906  2.29079  -0.193
C  3.52478  2.23959  -2.60937  -0.218
C  -3.33371  -4.47158  -1.43741  -0.193
C  -0.44368  3.89149  1.34513  -0.124
C  0.49974  1.85514  2.59182  -0.037
C  2.07451  6.45764  3.69864  -0.022
C  -3.74516  -3.01336  -1.55142  -0.099
C  -1.37664  -6.36386  -2.15533  -0.293
C  1.25021  4.17917  3.02532  -0.005
C  -2.02603  -1.23699  -1.21274  -0.278
C  -1.42117  5.96040  0.17136  -0.030
C  -0.49825  5.29468  1.16190  -0.199
C  1.21924  5.56208  2.85427  -0.229
C  1.46646  -3.50421  1.31410  -0.237
C  0.34507  6.09710  1.90955  0.001
C  3.68033  2.44077  0.48038  -0.175
C  -1.92886  -0.86344  -2.64294  0.002
C  2.45671  4.75408  -1.16957  -0.166
C  1.30185  -4.32765  2.55721  -0.016
C  -1.89001  -6.68397  -3.54703  -0.094
H  2.50534  7.26288  3.10553  0.091
H  -1.40698  -0.97586  1.93006  0.130
H  1.06750  1.31051  1.81775  0.047
H  3.68864  1.35775  0.61243  0.051
H  4.69910  2.80138  0.34746  0.060
H  -2.21999  3.65075  0.13952  0.138
H  1.77984  4.99238  -1.98921  0.061
H  -2.97161  -6.58002  -3.62664  0.077
H  0.31098  7.17008  1.76935  0.131
H  2.81860  2.26184  -3.43864  0.053
H  0.65133  -3.83374  3.27551  0.086
H  -1.84426  -6.96818  -1.37651  0.117
H  3.88797  1.22814  -2.44572  0.012
H  2.34476  -3.69605  -1.96717  0.122
H  -1.14852  7.00757  0.06620  0.087
H  1.90828  3.75624  3.77455  0.126
H  2.12059  -5.11872  0.06291  0.138
H  -4.78965  -2.91406  -1.26108  0.143
H  -2.45896  5.92938  0.50823  0.101
H  -1.26829  0.00313  -2.75242  0.063
H  1.46792  6.92043  4.47820  0.102
H  -3.85983  -5.04471  -2.20017  0.116
H  2.04666  5.12113  -0.22761  0.033
H  4.36401  2.89798  -2.83008  0.057
H  3.22346  2.92308  1.34548  0.033
H  -2.91140  -0.58212  -3.02039  0.106
H  0.86946  -5.29713  2.31688  0.093
H  -0.49275  1.40587  2.65228  0.082
H  2.87629  5.90832  4.18462  0.084
H  -3.57019  -4.87824  -0.45609  0.103
H  -1.38244  5.50716  -0.81923  0.086
H  1.01370  1.69396  3.53846  0.092
H  0.87063  -1.65170  2.22405  0.124
H  -1.64723  -7.71922  -3.77856  0.091
H  3.43390  5.19926  -1.35446  0.060
H  -0.29347  -6.49280  -2.08246  0.113
H  -1.42236  -6.04472  -4.29249  0.083
H  2.26532  -4.50043  3.03771  0.098
H  -3.62384  -2.66273  -2.57178  0.124
H  -1.53784  -1.68987  -3.23666  0.075


Record 2
Here is a molecular structure, C27H40BrIN3O2PdSi from OMol25. Energies are from ωB97M-V with the def2-TZVPD basis set.

## Properties
LUMO energy = 0.088 Eh
gap between HOMO and LUMO = 5.98 eV
spin multiplicity = 1
total charge = -1
energy = -4656.75763 hartree

Last column: Löwdin charge in e.
Geometry (Å):
I  2.93957  -0.68777  1.31580  0.994
Pd  0.51989  0.30106  0.27793  0.185
Br  -0.42354  -2.78162  -0.73777  0.504
Si  0.00171  -4.95656  -0.36837  0.442
O  -2.86184  -2.89013  3.76438  -0.082
O  -1.52480  1.76103  1.11823  -0.070
N  0.18988  1.62494  -2.45682  0.031
N  -4.82657  0.48235  1.24759  0.089
N  0.11569  0.02725  2.73679  0.024
C  0.32407  1.02390  -1.42810  -0.332
C  -3.87592  2.07845  -0.29622  -0.045
C  -4.70343  -0.39154  2.29462  -0.138
C  -3.54216  -1.66316  4.04497  -0.218
C  -1.08214  -0.38509  3.06129  -0.113
C  2.43012  -0.55939  3.33180  -0.633
C  -1.18872  -7.41831  -1.26559  -0.094
C  -2.52668  -5.36138  -1.70094  -0.120
C  1.88188  -5.18879  -0.71385  -0.623
C  -0.03082  -4.10146  2.37751  -0.113
C  0.84523  -0.12612  5.05570  -0.036
C  1.81473  -0.35968  6.01393  -0.102
C  1.10878  -0.24174  3.67747  -0.346
C  -3.52136  -0.68014  2.90710  -0.192
C  2.23961  -6.66488  -0.94809  -0.097
C  -2.44163  1.00343  1.48056  -0.366
C  3.10678  -0.69684  5.63812  -0.119
C  -1.09890  -5.92604  -1.62225  -0.626
C  2.71511  -4.67919  0.47155  -0.117
C  -3.77231  1.12894  0.85606  -0.272
C  -0.48357  -5.25822  1.46733  -0.614
C  -0.51880  -5.80775  -3.03977  -0.112
C  0.09562  -6.57187  2.01599  -0.089
C  -2.32091  -0.03334  2.46957  -0.096
C  3.40795  -0.78416  4.28723  -0.181
C  2.34228  -4.37410  -1.93273  -0.120
C  -2.01238  -5.33206  1.59450  -0.110
H  -0.11965  2.57122  -2.60574  0.048
H  4.41127  -1.03405  3.96761  0.081
H  1.79640  -7.06122  -1.86264  0.058
H  3.32713  -6.75616  -1.04820  0.084
H  -3.05997  -1.24864  4.93412  0.115
H  2.18814  -3.30635  -1.77518  0.050
H  1.04962  -3.98240  2.41569  0.063
H  -3.08543  -5.93214  -2.45154  0.082
H  -0.45731  -3.14665  2.06618  0.035
H  -3.62006  3.09095  0.02270  0.075
H  -0.40672  -4.76437  -3.34175  0.076
H  -4.88599  2.05455  -0.70105  0.066
H  -2.49175  -4.46017  1.14270  0.070
H  1.83767  -4.65348  -2.85615  0.058
H  -3.14847  1.81265  -1.06657  0.072
H  -2.91640  -3.02959  2.81346  0.061
H  2.58912  -5.28615  1.36734  0.062
H  -3.07069  -5.43523  -0.76286  0.056
H  -1.20875  -6.28518  -3.74450  0.083
H  -2.42816  -6.22599  1.12875  0.063
H  -0.19267  -7.44033  1.41974  0.066
H  -2.28300  -5.35535  2.65429  0.085
H  2.47889  -3.64331  0.72064  0.004
H  0.44674  -6.30333  -3.14312  0.057
H  3.77582  -4.71800  0.19848  0.087
H  -1.74788  -7.94215  -2.04938  0.083
H  3.41576  -4.54132  -2.07744  0.084
H  -0.14230  0.19431  5.36088  0.108
H  1.18382  -6.55027  2.07692  0.060
H  -4.58523  -1.87222  4.30342  0.105
H  -1.71644  -7.58510  -0.32576  0.061
H  -1.15438  -1.11046  3.87766  0.108
H  -0.28243  -6.73043  3.03195  0.087
H  -5.62213  -0.86714  2.62128  0.092
H  3.87452  -0.87516  6.37985  0.092
H  -2.52613  -4.31520  -2.00636  0.050
H  -0.38244  -4.29887  3.39565  0.088
H  1.93311  -7.30602  -0.11927  0.069
H  -0.20907  -7.89281  -1.18999  0.063
H  1.56046  -0.25817  7.06210  0.096